Entry 1:
39
Properties=species:S:1:pos:R:3:forces:R:3 method="wB97M-V/def2-TZVPD" molar_mass_g_mol=365.12 energy_ha=-2895.6318 spin_multiplicity=2 e_above_lowest_kcal_mol=0.0 charge=+3 homo_lumo_gap_ev="4.391 / 4.084"
C 3.760077 1.318469 2.217159 0.414 1.195 0.412
C 2.939101 0.207133 1.647552 2.615 -5.140 0.938
H 4.626492 0.855057 2.697339 -0.100 -0.135 0.012
H 3.218389 1.945672 2.941718 -0.108 -0.281 -0.294
H 4.135586 1.977612 1.424403 -0.245 -0.055 -0.182
O 3.309329 -0.959707 1.635549 -2.013 4.480 -0.263
Cl 0.141452 2.322576 2.357521 1.227 -1.533 -0.649
V 0.884497 0.806086 0.966929 -3.275 7.115 -3.263
P 1.256183 -0.799247 -1.178805 0.823 -1.308 -2.667
C 0.954613 -2.594321 -1.208385 -0.772 0.113 1.175
C 0.601803 -0.390393 -2.870219 -0.862 0.895 0.593
H 3.297461 0.337731 -1.746211 0.153 -0.203 -0.072
H 3.281263 -1.362032 -2.344545 -0.166 0.064 0.110
H 3.595291 -1.016552 -0.611807 0.152 -0.062 -0.520
C 3.047358 -0.700594 -1.504159 0.158 0.743 1.019
H 0.545652 0.704505 -2.994508 0.036 -0.573 -0.249
H 1.294003 -0.814000 -3.621673 -0.129 0.086 0.545
H 1.608552 -3.056222 -1.957679 0.014 0.283 0.111
H -0.093798 -2.759036 -1.489410 0.240 -0.116 0.165
H -0.396185 -0.845866 -3.003119 0.443 0.241 0.056
H 1.142879 -3.023490 -0.219844 0.019 -0.311 -0.332
C 0.566189 -0.921339 1.564706 -1.759 -9.309 2.137
O 0.367402 -2.034200 1.887843 1.044 5.706 -1.425
Cl 1.040979 2.227019 -0.883222 0.343 -1.675 1.798
C -4.320466 0.964391 -1.651115 0.040 -0.096 -0.035
C -3.352475 0.736397 -0.537889 -0.146 0.147 -0.479
C -3.592498 0.404836 0.783145 1.268 -0.232 0.899
C -2.323018 0.297949 1.401664 -1.767 0.278 -0.280
N -1.352257 0.554370 0.494703 1.280 0.329 0.507
N -2.014933 0.823539 -0.665444 0.955 -0.130 -1.266
C -2.112449 0.104312 2.838520 0.068 -0.230 0.755
H -5.188124 0.310341 -1.489918 0.188 0.230 -0.013
H -4.683936 2.003500 -1.666223 0.132 -0.233 0.096
H -3.899826 0.731148 -2.636260 0.016 0.104 0.245
H -4.555893 0.289973 1.257090 0.095 -0.068 0.000
H -1.505337 1.156740 -1.479390 -0.208 -0.129 0.263
H -1.858522 1.069056 3.313824 -0.302 -0.464 -0.067
H -3.060340 -0.264883 3.262577 0.565 0.096 0.078
H -1.304493 -0.606529 3.067580 -0.439 0.183 0.141

=====

Entry 2:
9
Properties=species:S:1:pos:R:3:forces:R:3 method="wB97M-V/def2-TZVPD" molar_mass_g_mol=88.14 energy_ha=-586.0707 spin_multiplicity=3 e_above_lowest_kcal_mol=79.3 charge=0 homo_lumo_gap_ev="4.703 / 6.946"
C -1.263436 -0.656122 -2.000517 1.836 -1.156 -3.794
C 1.074367 0.567068 2.069416 2.208 1.154 -0.054
N -0.865908 -0.233637 -0.857580 3.521 1.993 5.039
N 0.278730 0.090791 1.181441 -1.245 -1.418 -0.189
S 0.687373 -0.143175 -0.316428 -3.385 -0.412 -0.724
H -2.283177 -0.447467 -2.041850 -1.641 -0.142 -1.405
H -0.467114 -0.713854 -2.791261 -1.512 -0.359 -0.069
H 0.825472 0.612678 3.112884 -0.079 -0.135 0.152
H 2.013692 0.923718 1.643895 0.296 0.476 1.043